The following is a quantum chemistry calculation of C39H48N3P3SW as an isolated structure, from the Open Molecules 2025 dataset.

Structure (XYZ):
```
95
C39H48N3P3SW | the Open Molecules 2025 dataset | ωB97M-V/def2-TZVPD
W 0.0219 0.9505 0.5234
N 1.2374 2.0129 -0.7845
C 1.9742 -0.6088 0.1247
C 1.7516 -0.6566 1.4529
N -0.7296 0.5604 2.3472
C -1.9944 1.0797 2.8990
C -3.2122 0.5694 2.1476
N -3.0564 0.8619 0.7184
H 2.1100 1.7391 -1.2307
H 1.0082 2.9530 -1.1026
H 2.7982 -0.0087 -0.2456
H 1.5941 -1.3832 -0.5252
H 1.1337 -1.4356 1.8733
H 2.4037 -0.1333 2.1356
H -0.2205 0.0801 3.0734
H -1.9953 2.1680 2.8283
H -2.0716 0.8270 3.9557
H -4.1043 1.0358 2.5691
H -3.2982 -0.5033 2.2783
H -3.3128 1.8224 0.5130
H -3.7163 0.3073 0.1894
C -1.2763 -1.2942 -2.3197
C -2.0459 -2.0056 -1.2153
P -0.9663 -2.1375 0.2393
C -1.9278 -2.8964 1.5729
C -1.5760 -2.6801 2.9052
C -2.2507 -3.3329 3.9274
C -3.2895 -4.2033 3.6212
C -3.6346 -4.4369 2.2954
C -2.9536 -3.7938 1.2702
C 0.2002 -3.4588 -0.2109
C 0.1915 -4.1128 -1.4450
C 1.0482 -5.1811 -1.6757
C 1.9250 -5.6048 -0.6868
C 1.9363 -4.9662 0.5467
C 1.0844 -3.9005 0.7794
P -0.8218 0.4458 -1.9925
C -2.2697 1.4397 -2.4033
C -3.5029 0.8617 -2.7027
C -4.5766 1.6629 -3.0744
C -4.4263 3.0405 -3.1535
C -3.1962 3.6232 -2.8681
C -2.1285 2.8264 -2.4892
C 0.3756 0.7335 -3.3320
C 0.0442 1.4575 -4.4765
C 0.9465 1.5341 -5.5332
C 2.1721 0.8924 -5.4601
C 2.5098 0.1681 -4.3216
C 1.6172 0.0892 -3.2647
H -1.8110 -1.2759 -3.2715
H -0.3278 -1.7931 -2.5101
H -2.3543 -3.0015 -1.5336
H -2.9442 -1.4683 -0.9446
H -0.7587 -2.0119 3.1517
H -1.9645 -3.1707 4.9591
H -3.8252 -4.7077 4.4158
H -4.4285 -5.1332 2.0553
H -3.2240 -4.0116 0.2434
H -0.4914 -3.8347 -2.2391
H 1.0190 -5.6891 -2.6315
H 2.5881 -6.4389 -0.8727
H 2.5979 -5.3092 1.3327
H 1.0825 -3.4513 1.7657
H -3.6450 -0.2120 -2.6768
H -5.5264 1.2048 -3.3197
H -5.2634 3.6605 -3.4502
H -3.0696 4.6955 -2.9584
H -1.1624 3.2852 -2.3045
H -0.9122 1.9502 -4.5681
H 0.6794 2.0945 -6.4205
H 2.8625 0.9450 -6.2928
H 3.4637 -0.3419 -4.2629
H 1.8887 -0.4984 -2.3964
S -1.8089 3.9711 0.4422
C -1.0735 2.6556 0.4705
C 1.3765 1.9963 3.8848
P 1.6102 2.3672 2.1358
C 1.3459 4.1570 2.0517
C 3.3676 2.1648 1.7930
C 3.9090 2.7421 0.6397
C 5.2702 2.6709 0.3937
C 6.1045 2.0193 1.2972
C 5.5770 1.4440 2.4427
C 4.2106 1.5117 2.6931
H 2.0857 2.6071 4.4454
H 1.5472 0.9460 4.1194
H 0.3625 2.2686 4.1763
H 2.1384 4.6152 2.6433
H 0.3784 4.4251 2.4751
H 1.4079 4.5293 1.0299
H 3.2791 3.2932 -0.0505
H 5.6863 3.1323 -0.4938
H 7.1699 1.9745 1.1114
H 6.2277 0.9476 3.1526
H 3.8247 1.0663 3.6030
```

Computed properties:
Orbital gap (spin up / spin down): 6.82 / 4.71 eV
Energy: -86192.566 eV
⟨S²⟩: 3.783
Multiplicity: 4
Total charge: +3

Want to see where the charge sits? The Löwdin charges in e are: W 1.11; N -0.07; C -0.15; C -0.16; N -0.21; C -0.26; C -0.22; N 0.01; H 0.04; H 0.05; H 0.08; H 0.03; H 0.03; H 0.04; H 0.03; H 0.09; H 0.13; H 0.13; H 0.10; H 0.04; H 0.08; C -0.36; C -0.38; P 1.08; C -0.37; C -0.12; C -0.05; C -0.03; C -0.04; C -0.07; C -0.36; C -0.08; C -0.04; C -0.03; C -0.04; C -0.10; P 1.03; C -0.39; C -0.08; C -0.03; C -0.03; C -0.06; C -0.19; C -0.36; C -0.06; C -0.03; C -0.03; C -0.04; C -0.12; H 0.12; H 0.07; H 0.10; H 0.06; H 0.08; H 0.12; H 0.12; H 0.12; H 0.11; H 0.10; H 0.12; H 0.12; H 0.12; H 0.09; H 0.10; H 0.13; H 0.13; H 0.12; H 0.09; H 0.11; H 0.13; H 0.13; H 0.12; H 0.07; S 0.98; C -0.82; C -0.21; P 0.91; C -0.22; C -0.39; C -0.11; C -0.04; C -0.03; C -0.03; C -0.09; H 0.08; H 0.06; H 0.06; H 0.08; H 0.04; H 0.05; H 0.09; H 0.12; H 0.13; H 0.13; H 0.11